No. 1
41
Properties=species:S:1:pos:R:3:forces:R:3 method="wB97M-V/def2-TZVPD" de_lowest_ev=0.122 gap_ev=9.83 total_energy_ha=-1130.670637 smiles="CCOP(=O)(OCC)[C@@H](CC)N1CCOCC1" homo_energy_ev=-8.936 molar_mass_da=265.290 lumo_ev=0.9
P 0.183 -1.424 -0.187 0.435 0.268 -0.058
O -0.455 -2.725 0.055 -0.202 -0.087 -0.071
O 0.784 -0.770 1.156 0.146 -0.204 -0.867
O 0.304 3.857 -0.241 0.052 0.133 -0.091
O 1.472 -1.499 -1.136 -0.626 0.464 0.282
N -0.547 1.146 -0.418 -0.101 0.160 -0.095
C -1.013 3.474 0.065 -0.354 -0.134 -0.101
C -0.041 -0.745 2.313 -0.345 -0.002 0.660
C -2.346 -0.566 -0.792 -0.179 -0.124 -0.172
C 2.195 -2.727 -1.171 0.462 -0.659 -0.055
C 0.849 -0.687 3.543 -0.150 -0.021 -0.403
C -0.892 -0.139 -1.004 0.328 -0.419 0.372
C -1.450 2.242 -0.732 0.057 0.275 0.196
C 0.798 1.549 -0.797 0.209 0.397 0.251
C 1.190 2.789 0.002 0.198 -0.288 -0.156
C -3.255 -0.265 -1.979 0.067 0.040 0.197
C 3.152 -2.843 0.001 -0.247 0.148 -0.200
H 2.583 -2.855 0.927 0.055 -0.053 0.138
H -2.352 -1.645 -0.627 -0.093 0.095 0.078
H 3.727 -3.762 -0.080 0.064 -0.092 0.018
H -0.663 -0.167 -2.085 0.042 -0.080 0.077
H 0.851 1.779 -1.876 0.028 -0.058 0.046
H 2.733 -2.721 -2.124 -0.105 -0.028 0.119
H 2.181 3.140 -0.289 -0.023 -0.074 0.055
H 3.831 -1.994 0.019 0.100 0.047 0.034
H 1.474 -1.575 3.596 0.059 -0.088 0.042
H 0.237 -0.630 4.439 -0.043 0.014 0.115
H -1.433 2.485 -1.810 -0.068 -0.021 0.034
H -2.898 -0.787 -2.864 0.002 -0.030 -0.115
H -2.467 1.988 -0.438 -0.027 0.001 -0.048
H -4.265 -0.609 -1.767 -0.108 -0.013 -0.049
H -0.687 0.138 2.262 0.039 -0.055 -0.041
H 1.493 0.741 -0.577 0.097 0.185 -0.063
H -1.647 4.330 -0.176 -0.017 -0.086 0.048
H -1.096 3.249 1.140 -0.039 0.022 -0.076
H -3.297 0.798 -2.204 -0.029 0.101 -0.084
H 1.188 2.538 1.074 0.045 -0.004 -0.059
H 1.481 -3.557 -1.155 0.125 0.094 -0.122
H -0.668 -1.643 2.326 0.054 0.107 0.038
H -2.729 -0.100 0.118 0.031 -0.029 0.075
H 1.493 0.187 3.494 0.062 0.098 0.052



No. 2
37
Properties=species:S:1:pos:R:3:forces:R:3 method="wB97M-V/def2-TZVPD" de_lowest_ev=2.436 gap_ev=8.45 total_energy_ha=-829.442997 homo_energy_ev=-7.623 molar_mass_da=201.294 lumo_ev=0.8
P 1.154 1.737 0.087 -1.356 0.173 -0.246
N -0.931 0.094 -0.011 -1.210 -1.444 -1.910
C -0.277 2.961 0.326 0.650 -0.526 -0.647
C -2.141 0.097 0.339 1.812 0.687 -0.325
C 3.465 -0.686 0.998 2.209 4.185 3.391
C 1.807 -1.022 -1.564 -3.007 2.419 1.999
C 0.245 0.222 0.643 2.638 -1.516 -1.669
C 2.520 -1.753 0.809 -3.440 -0.763 -0.932
C 1.361 -1.465 -0.178 -0.698 2.269 -0.135
C -3.256 -0.305 -0.518 0.272 -0.690 -2.375
C -4.104 -1.308 0.317 0.573 3.482 2.152
C 0.361 -2.569 -0.321 -0.739 -0.966 -0.014
C -0.109 4.294 -0.457 1.811 -1.138 -1.423
H 0.133 4.148 -1.573 -0.779 -0.391 1.359
H 2.220 -1.805 -2.055 1.138 -2.446 -1.921
H 3.127 -2.539 0.411 -0.104 -1.359 -0.132
H 4.381 -0.749 0.362 -0.670 -0.002 0.672
H 0.651 1.384 -1.175 0.530 0.344 -0.658
H -3.516 -1.684 1.196 -0.496 0.189 -0.863
H -2.766 -0.788 -1.466 -1.102 0.954 1.584
H 2.473 -0.236 -1.473 1.995 1.401 0.139
H -0.271 3.108 1.391 -0.175 0.557 0.605
H -3.821 0.646 -0.822 0.466 -1.540 0.278
H 3.091 0.444 0.916 0.589 -2.647 0.129
H -4.896 -0.628 0.721 0.294 -1.039 0.122
H -0.065 -2.723 0.681 -0.057 -0.520 -0.252
H -1.080 4.782 -0.423 0.511 0.934 0.245
H -4.555 -2.088 -0.166 -0.950 -1.867 -1.514
H -0.541 -2.408 -1.039 1.892 0.000 1.061
H 0.884 4.814 -0.200 -2.016 -0.119 0.443
H 3.733 -0.816 2.177 0.267 0.736 -2.814
H -1.209 2.401 0.101 0.526 0.752 -0.161
H 2.034 -2.047 1.763 0.400 -0.142 -0.507
H 0.321 -0.015 1.660 -0.131 -0.306 1.766
H 0.977 -0.497 -2.102 0.268 -1.117 0.162
H 0.965 -3.500 -0.636 -1.143 1.121 0.397
H -2.365 0.498 1.280 -0.768 0.332 1.995



No. 3
44
Properties=species:S:1:pos:R:3:forces:R:3 method="wB97M-V/def2-TZVPD" de_lowest_ev=0.676 gap_ev=10.05 total_energy_ha=-1110.660837 smiles="C[C@H]1COC(=O)O1.C[C@H]1COC(=O)O1.CO.CO.CO" homo_energy_ev=-9.597 molar_mass_da=300.304 lumo_ev=0.4
O -2.605 -0.945 1.391 -0.220 -0.394 -0.517
O 2.746 -0.699 0.572 -0.280 -0.478 -0.399
O -0.826 -0.132 2.433 -0.123 0.038 0.606
O 4.181 1.612 0.723 -0.316 0.199 -0.627
O -0.716 0.620 -3.037 0.333 0.156 -0.357
O 1.123 -0.322 -2.264 0.786 -0.134 0.602
O 1.236 -4.083 -2.836 0.088 0.239 -0.693
O 0.176 -1.113 -4.133 0.109 -0.835 -0.372
O -2.838 0.868 2.601 -0.293 0.574 1.034
C -2.000 -0.100 2.226 0.825 0.382 -1.265
C -4.175 0.592 2.205 -0.760 -0.719 -1.282
C -0.206 1.552 -2.079 -0.796 0.101 0.417
C 0.835 0.715 -1.321 -1.054 0.912 -0.429
C -1.377 2.133 -1.311 -0.190 -0.204 0.981
C 2.436 -3.512 -2.376 0.486 -0.827 1.547
C 0.200 -0.356 -3.225 -0.628 0.717 -0.103
C 2.172 -1.698 1.430 0.626 0.615 0.727
C -3.977 -0.586 1.202 0.121 -0.284 1.161
C 4.348 1.892 2.082 0.228 -0.688 0.948
C -4.803 1.800 1.533 0.380 0.339 -0.100
H 5.123 2.643 2.235 0.154 -0.063 -0.291
H -5.859 1.697 1.285 -0.006 -0.448 0.139
H -2.126 1.422 -0.946 0.374 -0.539 -0.354
H 3.484 2.258 2.652 -0.387 0.031 -0.571
H -1.952 2.844 -1.901 0.310 0.247 -0.021
H -4.723 2.708 2.129 0.154 -0.101 0.124
H 2.252 -2.584 -1.835 0.103 0.333 -0.327
H 2.775 -1.673 2.343 0.047 -0.310 -0.137
H -4.786 0.201 3.017 0.293 0.380 0.481
H 1.699 1.354 -1.170 0.305 -0.484 0.420
H 0.295 2.399 -2.557 0.010 -0.265 -0.467
H 3.301 -3.445 -3.039 -0.496 0.337 -0.717
H -4.193 -0.311 0.173 0.186 -0.109 -0.110
H 0.861 -3.498 -3.509 0.007 -0.003 0.081
H 3.772 0.729 0.602 0.145 0.591 0.485
H 2.817 -4.207 -1.618 -0.195 -0.005 0.085
H 1.173 -1.407 1.761 -0.194 -0.246 -0.470
H -4.506 -1.479 1.527 -0.523 0.163 -0.384
H 2.650 -1.021 -0.331 0.050 0.138 -0.027
H 0.402 0.303 -0.412 0.347 -0.131 0.143
H 4.647 0.974 2.605 0.226 0.148 0.122
H 2.247 -2.675 0.958 -0.287 -0.050 0.168
H -1.014 2.573 -0.377 0.062 0.463 -0.278
H -4.271 1.957 0.591 -0.005 0.216 0.024



No. 4
46
Properties=species:S:1:pos:R:3:forces:R:3 method="wB97M-V/def2-TZVPD" de_lowest_ev=0.000 gap_ev=8.72 total_energy_ha=-6218.953843 homo_energy_ev=-9.222 molar_mass_da=534.013 lumo_ev=-0.5
Ag -18.282 -5.378 -14.019 0.075 0.399 -0.220
Br -17.111 -3.165 -8.648 -0.002 0.105 -0.067
Br -20.965 -5.022 -10.346 0.042 -0.169 -0.158
F -16.754 -4.230 -13.182 -0.179 -0.321 0.230
O -18.286 -5.881 -16.274 0.188 -0.701 -0.028
O -13.028 -3.223 -17.088 -1.279 1.518 -1.380
O -13.433 -8.210 -8.540 0.128 -0.186 0.030
N -14.155 -6.685 -10.087 -0.039 0.080 0.535
N -16.413 -7.173 -16.579 0.485 -0.696 -0.781
N -12.692 -4.362 -15.158 0.418 -0.313 -0.284
C -17.595 -6.695 -16.908 -0.830 0.886 0.002
C -11.764 -5.134 -14.392 0.807 -0.365 0.285
C -13.761 -7.086 -8.844 -0.142 0.353 -0.371
C -15.737 -6.858 -15.364 0.440 0.485 0.750
C -18.728 -4.221 -8.882 0.459 -0.316 -0.175
C -15.750 -8.139 -17.468 -0.536 0.086 -0.356
C -19.177 -4.229 -10.318 -0.270 0.335 -0.166
C -12.372 -3.945 -16.417 0.957 -1.450 1.456
C -13.764 -3.770 -14.426 -1.294 0.568 -0.131
C -14.211 -7.607 -11.181 0.744 -0.623 0.064
C -14.758 -5.397 -10.315 -0.011 0.274 0.632
H -13.459 -2.886 -13.862 0.095 -0.012 0.059
H -14.265 -4.464 -13.753 0.258 -0.193 0.147
H -14.673 -8.084 -17.363 0.086 0.022 0.275
H -11.098 -5.721 -15.029 -0.131 0.112 -0.095
H -14.554 -3.471 -15.114 0.147 0.187 -0.049
H -14.694 -4.775 -9.421 0.156 -0.138 0.039
H -16.107 -9.158 -17.289 0.214 0.086 0.167
H -11.119 -4.514 -13.754 -0.168 -0.014 0.047
H -16.322 -6.175 -14.739 0.194 -0.255 -0.130
H -17.947 -7.062 -17.877 -0.092 0.003 -0.101
H -13.686 -8.518 -10.880 -0.258 0.055 -0.013
H -18.476 -5.225 -8.556 -0.078 -0.014 0.125
H -12.298 -5.839 -13.752 -0.036 0.035 0.017
H -18.547 -4.784 -11.012 0.078 -0.042 0.266
H -14.252 -4.870 -11.112 -0.079 0.108 -0.385
H -11.422 -4.385 -16.764 0.106 -0.113 -0.040
H -19.458 -3.783 -8.222 -0.231 0.077 0.079
H -13.652 -7.197 -12.027 -0.273 0.079 -0.166
H -15.522 -7.781 -14.829 0.061 0.000 0.205
H -19.314 -3.233 -10.720 0.071 0.130 0.061
H -13.747 -6.242 -8.130 -0.086 -0.091 -0.011
H -14.801 -6.329 -15.570 0.035 -0.112 -0.042
H -15.823 -5.494 -10.524 -0.046 0.026 -0.354
H -15.960 -7.904 -18.515 -0.109 0.070 0.153
H -15.235 -7.849 -11.462 -0.076 0.047 -0.122



No. 5
40
Properties=species:S:1:pos:R:3:forces:R:3 method="wB97M-V/def2-TZVPD" de_lowest_ev=0.000 gap_ev=9.39 total_energy_ha=-663.969082 total_charge=+1 homo_energy_ev=-13.136 molar_mass_da=214.138 lumo_ev=-3.7
O 0.828 -0.460 0.618 0.354 0.307 1.888
O 1.714 -0.390 -1.401 1.698 -0.218 -1.615
N -1.590 -2.033 -0.318 1.089 -0.354 0.049
C -3.901 0.428 0.219 0.440 0.297 0.824
C -5.029 -0.051 -0.575 -0.065 -3.364 2.313
C -3.250 -0.392 1.169 -0.723 2.179 -2.534
C -3.496 1.859 -0.002 2.995 -2.412 0.684
C 2.802 1.640 -1.205 -1.879 1.952 2.436
C 2.188 1.395 1.612 -1.006 0.040 -0.573
C 2.275 0.054 0.833 -2.631 0.764 0.694
C 2.731 0.266 -0.583 0.694 -0.991 -0.734
C -0.608 -1.441 -1.357 -0.752 -0.224 0.405
C 4.098 -0.451 -0.767 -0.517 -0.962 -1.206
C 2.964 -1.033 1.568 1.182 -1.117 -0.020
B 0.687 -0.792 -0.671 -0.558 -0.180 -0.337
H -1.092 -2.493 0.520 -0.838 0.757 -1.964
H -2.470 -1.039 0.318 0.258 -0.901 -0.557
H 1.822 2.101 0.826 0.092 -0.190 1.179
H -2.380 1.856 0.332 -1.392 0.490 -1.589
H -0.491 -2.186 -2.207 0.378 0.896 1.221
H 3.191 1.726 1.901 -0.147 -0.101 0.059
H -2.067 -2.748 -0.893 -0.094 0.267 1.198
H 4.431 -0.066 -1.753 0.581 -0.506 0.757
H 2.948 1.405 -2.168 1.353 -0.525 -3.736
H 4.013 -1.614 -0.839 0.016 2.251 0.128
H -1.149 -0.592 -1.822 0.159 -0.305 0.158
H 3.526 2.375 -0.831 -0.013 -0.532 0.001
H 4.758 -0.207 0.087 -0.064 0.054 -0.965
H -3.836 -1.180 1.565 -0.125 -0.859 0.537
H -3.850 2.297 -0.905 0.533 0.081 -1.042
H 3.988 -0.655 1.866 -1.164 -0.797 -0.105
H -2.464 0.126 1.661 0.421 0.068 1.223
H -5.884 0.400 -0.166 -1.457 1.072 0.559
H -5.246 -1.155 -0.372 0.512 1.293 -0.581
H -5.028 0.160 -1.585 0.321 0.533 -2.181
H -3.830 2.503 0.735 -1.366 0.941 1.980
H 3.042 -2.023 0.979 -0.100 1.694 1.011
H 1.810 2.176 -1.339 0.786 -0.663 0.953
H 2.351 -1.188 2.437 0.069 -0.355 0.657
H 1.493 1.421 2.511 0.962 -0.380 -1.177



No. 6
49
Properties=species:S:1:pos:R:3:forces:R:3 method="wB97M-V/def2-TZVPD" multiplicity=2 gap_ev="8.81 / 2.59" total_energy_ha=-21668.254837 total_charge=+1 homo_energy_ev="-12.095 / -12.091" molar_mass_da=891.523 lumo_ev="-3.3 / -9.5"
Br -3.069 0.595 -4.028 -0.019 0.395 0.435
Br 2.074 2.038 0.022 -1.102 -0.311 -0.007
Br -2.153 -0.012 0.201 -0.371 0.076 -0.208
Br -5.890 0.623 2.056 0.139 -0.300 -1.387
Br 2.443 4.736 4.505 -0.246 -0.293 0.092
Br -1.770 3.006 3.142 1.107 0.546 0.301
Br -0.447 4.481 -3.167 -0.743 -0.804 -0.312
Br -6.026 -1.192 -2.294 0.894 0.162 0.371
P 2.557 -3.294 -0.177 0.879 0.337 1.117
O 1.479 -2.350 0.260 1.657 -1.023 -1.187
O 3.853 -3.350 0.857 -2.461 0.340 -2.075
O 2.023 -4.798 -0.145 -0.383 0.791 -0.902
O 3.332 -3.063 -1.617 -1.935 -1.203 1.288
C 0.763 3.769 4.646 -1.553 0.314 -0.795
C 2.833 -5.956 -0.289 2.117 -0.174 0.097
C 4.037 -1.860 -1.865 0.261 0.685 0.263
C -5.646 -1.067 -0.335 -0.574 0.744 0.504
C -1.944 2.019 -3.184 0.254 1.038 -0.428
C -0.233 0.246 0.151 0.654 1.577 0.519
C -5.998 0.371 0.078 -0.173 -0.703 0.123
C 0.047 3.906 3.251 0.502 -0.990 0.664
C 4.018 -2.340 1.832 1.045 -0.218 1.719
C 0.064 1.753 -0.021 0.929 -0.419 -0.488
C -1.654 3.214 -4.130 0.627 -0.286 -0.201
H 3.854 -2.834 2.789 0.552 -0.089 0.206
H -7.046 0.486 -0.199 0.145 0.498 0.214
H 0.674 3.332 2.569 -0.223 0.142 -0.210
H 0.107 -0.028 1.150 0.105 -0.535 -0.430
H -0.077 4.918 2.864 -0.075 -0.124 0.435
H -0.215 2.104 -1.014 -0.012 0.124 0.288
H -5.364 1.082 -0.453 -0.059 0.121 0.432
H 3.388 -1.461 1.970 -0.499 -0.084 -1.405
H 5.057 -2.035 1.705 -0.072 0.232 0.453
H 3.300 -6.174 0.671 -0.104 -0.004 0.070
H -0.999 1.527 -2.957 -0.309 -0.121 0.085
H 0.180 -0.344 -0.667 -0.023 -0.101 0.467
H -2.473 3.797 -4.549 -0.213 -0.237 0.604
H -1.063 2.875 -4.982 0.029 -0.017 0.135
H 0.169 4.194 5.456 0.176 0.278 -0.164
H -6.406 -1.745 0.054 0.146 -0.219 0.026
H -4.645 -1.410 -0.076 -0.014 -0.044 -0.502
H 2.406 -6.888 -0.660 -1.148 0.611 0.085
H 3.583 -1.037 -1.312 0.214 0.088 0.234
H 0.912 2.723 4.912 0.350 0.122 -0.319
H -2.458 2.352 -2.282 -0.089 -0.324 -0.067
H 3.648 -5.758 -0.984 0.076 0.161 -0.054
H -0.301 2.419 0.761 -0.202 -0.405 -0.148
H 5.084 -2.009 -1.604 -0.040 0.178 0.160
H 3.991 -1.560 -2.912 -0.213 -0.531 -0.098



What did the fourth record say?
46
Properties=species:S:1:pos:R:3:forces:R:3 method="wB97M-V/def2-TZVPD" de_lowest_ev=0.000 gap_ev=8.72 total_energy_ha=-6218.953843 homo_energy_ev=-9.222 molar_mass_da=534.013 lumo_ev=-0.5
Ag -18.282 -5.378 -14.019 0.075 0.399 -0.220
Br -17.111 -3.165 -8.648 -0.002 0.105 -0.067
Br -20.965 -5.022 -10.346 0.042 -0.169 -0.158
F -16.754 -4.230 -13.182 -0.179 -0.321 0.230
O -18.286 -5.881 -16.274 0.188 -0.701 -0.028
O -13.028 -3.223 -17.088 -1.279 1.518 -1.380
O -13.433 -8.210 -8.540 0.128 -0.186 0.030
N -14.155 -6.685 -10.087 -0.039 0.080 0.535
N -16.413 -7.173 -16.579 0.485 -0.696 -0.781
N -12.692 -4.362 -15.158 0.418 -0.313 -0.284
C -17.595 -6.695 -16.908 -0.830 0.886 0.002
C -11.764 -5.134 -14.392 0.807 -0.365 0.285
C -13.761 -7.086 -8.844 -0.142 0.353 -0.371
C -15.737 -6.858 -15.364 0.440 0.485 0.750
C -18.728 -4.221 -8.882 0.459 -0.316 -0.175
C -15.750 -8.139 -17.468 -0.536 0.086 -0.356
C -19.177 -4.229 -10.318 -0.270 0.335 -0.166
C -12.372 -3.945 -16.417 0.957 -1.450 1.456
C -13.764 -3.770 -14.426 -1.294 0.568 -0.131
C -14.211 -7.607 -11.181 0.744 -0.623 0.064
C -14.758 -5.397 -10.315 -0.011 0.274 0.632
H -13.459 -2.886 -13.862 0.095 -0.012 0.059
H -14.265 -4.464 -13.753 0.258 -0.193 0.147
H -14.673 -8.084 -17.363 0.086 0.022 0.275
H -11.098 -5.721 -15.029 -0.131 0.112 -0.095
H -14.554 -3.471 -15.114 0.147 0.187 -0.049
H -14.694 -4.775 -9.421 0.156 -0.138 0.039
H -16.107 -9.158 -17.289 0.214 0.086 0.167
H -11.119 -4.514 -13.754 -0.168 -0.014 0.047
H -16.322 -6.175 -14.739 0.194 -0.255 -0.130
H -17.947 -7.062 -17.877 -0.092 0.003 -0.101
H -13.686 -8.518 -10.880 -0.258 0.055 -0.013
H -18.476 -5.225 -8.556 -0.078 -0.014 0.125
H -12.298 -5.839 -13.752 -0.036 0.035 0.017
H -18.547 -4.784 -11.012 0.078 -0.042 0.266
H -14.252 -4.870 -11.112 -0.079 0.108 -0.385
H -11.422 -4.385 -16.764 0.106 -0.113 -0.040
H -19.458 -3.783 -8.222 -0.231 0.077 0.079
H -13.652 -7.197 -12.027 -0.273 0.079 -0.166
H -15.522 -7.781 -14.829 0.061 0.000 0.205
H -19.314 -3.233 -10.720 0.071 0.130 0.061
H -13.747 -6.242 -8.130 -0.086 -0.091 -0.011
H -14.801 -6.329 -15.570 0.035 -0.112 -0.042
H -15.823 -5.494 -10.524 -0.046 0.026 -0.354
H -15.960 -7.904 -18.515 -0.109 0.070 0.153
H -15.235 -7.849 -11.462 -0.076 0.047 -0.122